Molecular formula: C4H3NO4S2
Method: DFT, the ωB97M-V functional and the def2-TZVPD basis

Computed properties:
Max |F| = 3.15 eV Å⁻¹
Energy above the lowest of the compared OMol25 structures with the same formula, charge and spin = 45.9 kcal/mol
Total charge = -2
SMILES = C=S([O-])([O-])=C1SC(=O)NC1=O
E = -1306.26451 hartree
Orbital gap = 0.1935 Ha

Positions of all 14 atoms, in Å:
C: 2.82 0.74 0.17
S: 1.51 -0.02 1.03
O: 1.14 0.79 2.18
O: 1.82 -1.42 1.40
C: -0.06 -0.27 0.03
S: -0.90 -1.74 0.34
C: -2.40 -1.09 -0.29
O: -3.53 -1.62 -0.15
N: -2.17 0.18 -0.69
C: -0.81 0.66 -0.59
O: -0.49 1.69 -1.24
H: 3.43 0.00 -0.41
H: 2.49 1.57 -0.45
H: -2.83 0.52 -1.33

Molecular formula: C4H3NO6S
Method: DFT, the ωB97M-V functional and the def2-TZVPD basis

Computed properties:
Max |F| = 4.59 eV Å⁻¹
Energy above the lowest of the compared OMol25 structures with the same formula, charge and spin = 48.1 kcal/mol
Total charge = -2
E = -1058.52564 hartree
Orbital gap = 0.2181 Ha

Positions of all 15 atoms, in Å:
C: -1.43 1.58 0.26
C: 0.91 0.69 -0.15
C: 1.79 -1.50 0.89
C: -0.56 0.46 -0.21
N: -0.96 -0.44 -1.14
O: -2.62 1.60 -0.26
O: 1.32 1.80 -0.46
O: -2.20 -0.53 -1.39
O: -1.10 2.34 1.17
O: 1.94 -0.17 0.35
O: -0.12 -1.12 -1.67
S: 2.86 -1.51 2.30
H: 0.73 -1.61 1.16
H: 2.23 -2.10 0.07
H: -2.78 0.52 -0.92

Molecular formula: C4H3NS
Method: DFT, the ωB97M-V functional and the def2-TZVPD basis

Computed properties:
Max |F| = 4.90 eV Å⁻¹
Energy above the lowest of the compared OMol25 structures with the same formula, charge and spin = 77.1 kcal/mol
E = -606.98505 hartree
Orbital gap = 0.3360 Ha

Positions of all 9 atoms, in Å:
C: 0.78 -0.88 -1.70
C: 1.09 -2.08 -1.51
C: 0.10 0.05 -0.07
C: -0.57 0.90 0.83
N: 0.16 0.24 -1.35
S: 0.74 -1.58 0.31
H: -1.66 0.57 1.24
H: -0.55 1.91 0.41
H: -0.09 0.88 1.83

Molecular formula: C4H3NS
Method: DFT, the ωB97M-V functional and the def2-TZVPD basis

Computed properties:
Max |F| = 5.72 eV Å⁻¹
Energy above the lowest of the compared OMol25 structures with the same formula, charge and spin = 24.8 kcal/mol
SMILES = C=CC(=S)C#N
E = -607.06847 hartree
Orbital gap = 0.2914 Ha

Positions of all 9 atoms, in Å:
C: -1.23 -0.68 0.05
C: 0.11 -0.95 -0.15
C: 1.11 0.35 -0.09
S: 2.69 0.11 0.04
C: 0.46 1.61 -0.11
N: -0.06 2.65 0.03
H: -1.60 0.33 -0.04
H: -1.86 -1.47 0.53
H: 0.40 -1.95 -0.27

Molecular formula: C4H3NS
Method: DFT, the ωB97M-V functional and the def2-TZVPD basis

Computed properties:
Max |F| = 4.62 eV Å⁻¹
Energy above the lowest of the compared OMol25 structures with the same formula, charge and spin = 48.4 kcal/mol
SMILES = N#CCC=C=S
E = -607.03087 hartree
Orbital gap = 0.2829 Ha

Positions of all 9 atoms, in Å:
N: -1.90 2.18 -0.29
C: -1.08 1.41 -0.07
C: -0.27 0.27 0.17
C: 1.45 0.72 0.61
C: 2.74 0.49 0.49
S: 4.12 0.19 -0.18
H: -0.24 -0.10 -0.80
H: -0.62 -0.30 1.06
H: 1.13 1.52 1.28

Molecular formula: C4H3NaO4
Method: DFT, the ωB97M-V functional and the def2-TZVPD basis

Computed properties:
Max |F| = 5.74 eV Å⁻¹
Energy above the lowest of the compared OMol25 structures with the same formula, charge and spin = 0.0 kcal/mol
Total charge = +1
Spin multiplicity = 2
E = -617.16606 hartree
Expectation value of S² = 0.753
Orbital gap (alpha / beta) = 0.2361 / 0.2790 Ha

Positions of all 12 atoms, in Å:
O: -0.78 -1.16 -3.20
C: -0.51 -0.85 -2.08
O: 0.62 -1.10 -1.45
C: 0.72 -0.90 -0.07
O: -0.83 0.82 1.85
C: -0.31 1.56 1.09
C: -0.06 -1.54 0.85
O: -0.12 2.63 0.65
Na: 0.12 4.98 -0.17
H: 1.75 -0.60 0.15
H: -1.01 -1.99 0.59
H: 0.41 -1.83 1.80